[1]
Entry from the Open Molecules 2025 dataset: a structure of composition C22H35BN10O3RuS (ωB97M-V/def2-TZVPD).

```
73
Properties=species:S:1:pos:R:3:lowdin_spin:R:1
Ru -0.58458 -0.03058 0.26272 0.809
C -1.51724 3.55048 -0.93327 0.001
C -0.43610 2.71810 -1.53537 0.005
C 0.36954 3.16179 -2.57781 0.002
C 1.19419 2.10778 -2.90810 0.007
C 2.23444 2.03820 -3.97507 0.001
N 0.90084 1.09439 -2.08610 -0.001
N -0.09478 1.44786 -1.21791 -0.009
B 1.45308 -0.33603 -2.14088 0.000
N 2.18862 -0.63039 -0.85026 0.000
N 1.53750 -0.51946 0.33798 -0.005
C 2.45356 -0.77960 1.29692 -0.001
C 2.24921 -0.75337 2.77691 0.000
C 3.67844 -1.06480 0.69146 0.000
C 3.47505 -0.95831 -0.66508 -0.001
C 4.45005 -1.15193 -1.77863 0.000
N 0.25471 -1.27116 -2.27842 -0.002
N -0.77317 -1.17296 -1.39985 -0.004
C -1.75252 -1.99957 -1.81975 0.012
C -3.09955 -2.11139 -1.19257 0.001
C -1.30596 -2.66079 -2.96094 0.003
C -0.04230 -2.16906 -3.22712 0.014
C 0.88055 -2.50826 -4.34774 0.002
H -1.82450 4.29754 -1.66235 0.000
H -2.38425 2.95318 -0.67913 0.000
H -1.17683 4.09449 -0.04942 0.000
H 0.32916 4.12733 -3.05231 0.000
H 2.30771 3.00579 -4.46593 0.000
H 3.21087 1.78623 -3.56212 0.000
H 1.98765 1.28744 -4.72518 0.000
H 2.18315 -0.46352 -3.07357 0.000
H 1.27764 -0.37994 3.06458 0.000
H 2.36260 -1.75431 3.19488 0.000
H 3.01997 -0.13119 3.23364 0.000
H 4.60066 -1.30757 1.19140 0.000
H 5.41377 -1.43734 -1.36372 0.000
H 4.12355 -1.93499 -2.46245 0.000
H 4.58177 -0.23828 -2.35809 0.000
H -3.26048 -1.33316 -0.45697 0.000
H -3.86617 -2.03020 -1.96322 0.000
H -3.21740 -3.07465 -0.69941 0.001
H -1.85049 -3.38600 -3.54092 0.000
H 0.43830 -3.29376 -4.95539 0.000
H 1.06625 -1.64246 -4.98368 0.001
H 1.84412 -2.85656 -3.97625 0.001
C -3.02637 -2.34896 2.46030 0.000
C -1.51204 -2.42079 2.35815 0.001
C -0.99127 -3.76413 2.82092 0.002
O -1.13773 -2.18761 0.97497 0.036
C -0.90584 -1.27730 3.15645 0.005
O -0.66406 -1.38141 4.33774 0.010
O -0.67697 -0.19928 2.45756 0.080
H -3.48758 -3.16958 1.90941 0.000
H -3.40589 -1.40745 2.07124 0.000
H -3.30731 -2.43092 3.50952 0.000
H -1.43585 -4.56901 2.23411 0.000
H -1.24744 -3.89997 3.86832 0.001
H 0.09701 -3.82227 2.73595 0.000
H -0.27054 -2.59216 0.82926 0.000
C -0.18558 4.41627 3.40251 0.000
C -1.33661 3.65887 2.86061 0.001
N -2.58777 3.91547 3.05240 0.000
N -3.25273 2.94535 2.35079 -0.001
C -2.44232 2.10030 1.71627 -0.002
S -2.87990 0.84534 0.67059 -0.011
N -1.20599 2.55023 2.03911 0.001
N -0.04463 1.94080 1.58543 0.040
H -0.56254 5.25940 3.97429 0.000
H 0.44934 4.79105 2.59807 0.000
H 0.42038 3.78677 4.05526 0.000
H -4.25932 2.92813 2.34332 0.000
H 0.39457 1.43323 2.35079 0.000
H 0.58432 2.61062 1.15118 0.000
```

Summary:
* charge: +1
* multiplicity: 2
* orbital gap (spin up / spin down): 8.55 / 7.88 eV
* E_HOMO (spin up / spin down): -11.31 / -11.39 eV
* energy above the lowest of the compared OMol25 structures with the same formula, charge and spin: 9.3 kcal per mole
* lowest unoccupied orbital energy (spin up / spin down): -2.76 / -3.51 eV


[2]
Entry from the Open Molecules 2025 dataset: a structure of composition C22H35Br12N2O8S2 (ωB97M-V/def2-TZVPD).

```
81
Properties=species:S:1:pos:R:3:lowdin_charge:R:1
C -4.64534 0.34012 -1.54988 -0.001
C -3.49791 -0.58084 -1.96290 -0.301
C -3.27231 -1.81698 -1.07839 -0.123
O -3.70921 -1.67714 0.28642 -0.034
C -2.77921 -1.19874 1.16081 -0.516
O -1.89095 -1.88515 1.61116 -0.237
C -2.93780 0.26241 1.51451 -0.327
S -1.50337 0.96428 2.35270 1.006
C -0.74070 2.20662 1.23297 -0.590
C 0.15487 3.08184 2.15293 -0.219
C 1.44193 3.62528 1.50597 -0.215
C 1.21111 4.67773 0.38866 -0.183
C 1.76930 4.23354 -0.96739 -0.302
N 2.34485 5.39544 -1.71891 -0.016
N -0.11306 1.70387 0.02361 0.002
C 0.47647 0.36754 0.10714 -0.233
C 1.60208 0.20251 1.13778 -0.183
C 1.78759 -1.33703 1.36701 -0.158
C 3.17651 -1.84756 1.00191 -0.175
O 3.39794 -1.89291 -0.42781 -0.023
C 3.05212 -3.06927 -0.97384 -0.345
O 2.08694 -3.71213 -0.68171 0.078
C -1.92335 3.14636 0.71929 -0.719
O -1.79281 3.73936 -0.37496 -0.048
O -2.94264 3.24434 1.44897 -0.092
O -2.28879 0.19437 -2.12070 -0.009
C -1.48438 -0.35405 -3.07517 -0.546
O -0.59672 -1.09474 -2.75860 0.137
C -1.70815 -0.07047 -4.54863 -0.445
S -1.36629 1.66174 -4.99495 0.726
H -5.28736 -0.08541 -0.77819 0.087
H -4.24728 1.28662 -1.17131 0.094
H -5.27413 0.59665 -2.40596 0.081
H -3.74382 -0.96217 -2.96496 0.136
H -3.85189 -2.63197 -1.51650 0.139
H -2.21558 -2.08603 -1.09022 0.073
H -3.78956 0.38813 2.19079 0.104
H -3.15312 0.83425 0.61096 0.074
H 0.44240 2.46067 3.01458 0.033
H -0.43309 3.90505 2.56895 0.121
H 2.01339 4.14381 2.29635 0.045
H 2.11228 2.85702 1.11929 0.072
H 1.81442 5.55975 0.63985 0.094
H 0.17853 5.02206 0.31189 0.101
H 2.61229 3.54448 -0.82719 0.087
H 1.02756 3.69706 -1.56607 0.082
H 1.63937 5.69027 -2.38621 0.049
H 3.11205 5.01555 -2.26347 0.022
H -0.77075 1.67746 -0.74628 0.092
H -0.26554 -0.43830 0.19237 0.084
H 0.96040 0.18872 -0.86711 0.112
H 2.53738 0.59573 0.72893 0.103
H 1.34711 0.61210 2.11240 0.054
H 1.65354 -1.53575 2.43786 0.122
H 1.03511 -1.92825 0.84674 0.072
H 3.92749 -1.20675 1.47058 0.117
H 3.30784 -2.84480 1.43615 0.123
H 3.73340 -3.43186 -1.75886 0.143
H -0.98193 -0.67431 -5.09015 0.076
H -2.70027 -0.33731 -4.91514 0.079
H -0.12075 1.81397 -4.50467 -0.183
C 3.28439 2.63828 5.45108 -1.619
Br 4.86070 3.46459 6.19815 0.551
Br 1.91780 3.92909 5.05836 0.666
Br 3.70353 1.56106 3.91115 0.614
H 2.88865 1.97376 6.20532 -0.031
C 3.23673 2.55676 -5.41187 -1.636
Br 2.72895 1.88931 -3.68215 0.621
Br 2.67493 1.37345 -6.82631 0.560
Br 2.60540 4.35476 -5.69169 0.575
H 4.31623 2.59116 -5.43718 -0.034
C -0.84211 -5.57071 0.19277 -1.536
Br -0.47493 -6.69183 1.72274 0.521
Br -2.12852 -6.40167 -1.00258 0.514
Br -1.39747 -3.75752 0.74835 0.916
H 0.08585 -5.48114 -0.35928 -0.053
C -1.46628 -9.75053 4.08153 -1.656
Br 0.17619 -8.96235 4.70360 0.549
Br -1.77879 -11.47407 4.88979 0.552
Br -2.96149 -8.56697 4.32681 0.564
H -1.35800 -9.91219 3.01804 -0.034
```

Summary:
* charge: -1
* orbital gap: 5.98 eV
* E_HOMO: -4.60 eV
* lowest unoccupied orbital energy: 1.38 eV


[3]
Entry from the Open Molecules 2025 dataset: a structure of composition C22H35CdNO2P2S2 (ωB97M-V/def2-TZVPD).

```
65
Properties=species:S:1:pos:R:3:nbo_charge:R:1
P 0.72022 1.43108 0.67310 0.763
P -1.12203 -0.96426 -0.67164 0.783
C 1.42384 0.32180 -0.65418 -0.713
C 0.34149 -0.27183 -1.58759 -0.713
H 1.96916 -0.48654 -0.12969 0.232
H 2.15485 0.90454 -1.24559 0.236
H -0.06005 0.50218 -2.26794 0.234
H 0.77299 -1.08290 -2.20193 0.246
C -0.63102 -2.65573 -0.19765 -0.950
H -1.49086 -3.14870 0.27521 0.271
H 0.18830 -2.62546 0.53265 0.249
H -0.31441 -3.21961 -1.08576 0.226
C -2.50981 -1.12953 -1.81504 -0.952
H -2.21804 -1.70156 -2.70391 0.226
H -2.85459 -0.12844 -2.10551 0.251
H -3.32316 -1.64402 -1.28630 0.267
C 2.03375 1.61161 1.91352 -0.946
H 1.71560 2.36567 2.64457 0.254
H 2.97947 1.92147 1.45033 0.221
H 2.16975 0.65431 2.43304 0.246
C 0.60009 3.05827 -0.14745 -0.946
H -0.19404 3.03442 -0.90547 0.240
H 1.55464 3.33400 -0.61500 0.220
H 0.33393 3.80135 0.61586 0.252
Cd -1.74069 0.44480 1.40665 1.362
C 2.50458 -1.28057 -4.76704 -0.195
C 2.81555 -2.22860 -3.88051 -0.181
C 4.17832 -2.56447 -3.34319 -0.435
C 5.24532 -1.44888 -3.42805 -0.445
C 4.86804 -0.16910 -2.73334 -0.194
C 4.16697 0.86136 -3.21366 -0.182
C 3.62067 1.02372 -4.60370 -0.435
C 3.41505 -0.27474 -5.41742 -0.446
C -1.63252 1.90083 3.03820 -1.263
H 1.46436 -1.22211 -5.12012 0.202
H 2.02555 -2.92186 -3.55741 0.200
H 4.57280 -3.45261 -3.86534 0.222
H 4.07324 -2.86669 -2.28980 0.208
H 6.14099 -1.83608 -2.91524 0.218
H 5.53665 -1.29873 -4.47286 0.209
H 5.26929 -0.09077 -1.71252 0.203
H 4.04237 1.74872 -2.57672 0.200
H 4.28325 1.68744 -5.18480 0.222
H 2.65727 1.55349 -4.54171 0.207
H 2.93498 0.02395 -6.36360 0.217
H 4.38882 -0.69384 -5.69156 0.209
H -2.63040 2.34176 3.17597 0.215
H -0.87899 2.68106 2.85696 0.179
H -1.37698 1.32511 3.94274 0.205
O -6.75869 -0.22945 2.21419 -0.919
S -5.57280 0.51851 2.53700 2.284
O -5.49393 1.89958 2.13803 -0.920
N -4.14847 -0.27972 2.12488 -0.857
C -3.53093 -0.84980 3.16880 0.135
S -2.06360 -1.65278 2.90257 -0.374
C -4.08831 -0.46925 4.46519 -0.134
C -3.46112 -0.47481 5.71647 -0.153
C -4.07910 0.16264 6.78617 -0.211
C -5.28944 0.86075 6.59566 -0.183
C -5.84553 0.98254 5.31287 -0.193
C -5.21660 0.33812 4.26868 -0.283
H -2.48168 -0.95376 5.79913 0.238
H -3.61875 0.13337 7.77340 0.220
H -5.78753 1.33229 7.43698 0.219
H -6.74807 1.55650 5.10043 0.234
```

Summary:
* orbital gap: 7.18 eV
* E_HOMO: -7.10 eV
* energy above the lowest of the compared OMol25 structures with the same formula, charge and spin: 0.0 kcal per mole
* lowest unoccupied orbital energy: 0.08 eV


[4]
Entry from the Open Molecules 2025 dataset: a structure of composition C22H35CeNO2Si3 (ωB97M-V/def2-TZVPD).

```
64
Properties=species:S:1:pos:R:3:lowdin_spin:R:1
Ce -0.14900 1.00041 0.33006 1.014
C -3.04669 4.47395 -0.44647 0.000
C -2.64496 3.14423 0.11668 0.004
O -1.41071 2.88330 0.12012 -0.003
C -3.63276 2.23192 0.63628 0.000
C -4.95547 2.69997 0.83611 0.001
C -5.91625 1.91327 1.40447 0.000
C -5.58389 0.60598 1.79203 0.001
C -4.32018 0.10659 1.59206 0.000
C -3.32411 0.89020 0.99634 0.001
O -2.13837 0.34739 0.77247 -0.007
H -2.17633 4.95653 -0.88098 0.000
H -3.44009 5.11300 0.34692 0.000
H -3.82829 4.36188 -1.19785 0.000
H -5.20816 3.71287 0.55487 0.000
H -6.91553 2.29364 1.56026 0.000
H -6.33645 -0.02160 2.25213 0.000
H -4.05512 -0.90463 1.87160 0.000
C 4.76437 -0.76640 0.04835 0.000
Si 3.17676 0.15969 -0.23424 -0.001
C 3.31083 1.88643 0.54039 0.000
C 2.99858 0.54834 -2.06754 0.000
C 1.65940 -0.70601 0.38430 -0.006
Si 1.66724 -1.24812 2.16400 -0.001
C 2.40687 -2.93072 2.43131 0.000
C 2.54058 0.03129 3.22173 0.000
C -0.10230 -1.19373 2.86135 0.000
Si 0.92161 -1.87856 -0.82454 0.000
C 2.08653 -3.09141 -1.61421 0.000
C -0.56843 -2.79398 -0.14596 0.000
C 0.04400 -0.89596 -2.26164 0.000
C -0.27657 -1.51957 -3.46469 0.000
C -1.01464 -0.84857 -4.42542 0.000
C -1.43160 0.45417 -4.17757 0.000
C -1.08762 1.02617 -2.97490 0.000
N -0.38074 0.37414 -2.03978 -0.002
H 5.61274 -0.24969 -0.40775 0.000
H 4.70472 -1.77033 -0.38017 0.000
H 4.96986 -0.87186 1.11764 0.000
H 4.02107 2.49167 -0.02889 0.000
H 3.63868 1.86954 1.57843 0.000
H 2.36413 2.44718 0.51610 0.000
H 3.90295 1.04439 -2.43161 0.000
H 2.16297 1.22977 -2.25164 0.000
H 2.83806 -0.33784 -2.68770 0.000
H 3.43122 -2.95565 2.05057 0.000
H 1.83312 -3.69294 1.89579 0.000
H 2.42673 -3.20557 3.48877 0.000
H 3.61286 0.09930 3.02430 0.000
H 2.41347 -0.21162 4.28007 0.000
H 2.11449 1.02785 3.06620 0.000
H -0.77033 -1.91760 2.39566 0.000
H -0.56551 -0.20588 2.74260 0.000
H -0.10549 -1.38264 3.93777 0.000
H 2.62513 -3.62948 -0.82923 0.000
H 2.82891 -2.58762 -2.23823 0.000
H 1.56779 -3.83188 -2.22816 0.000
H -0.30487 -3.46316 0.67768 0.000
H -1.02158 -3.39984 -0.93567 0.000
H -1.33470 -2.10163 0.21301 0.000
H 0.05811 -2.53405 -3.64093 0.000
H -1.26711 -1.33249 -5.36034 0.000
H -2.00604 1.01362 -4.90200 0.000
H -1.38383 2.04235 -2.74031 0.000
```

Summary:
* charge: +1
* multiplicity: 2
* orbital gap (spin up / spin down): 7.06 / 7.04 eV
* E_HOMO (spin up / spin down): -10.63 / -10.60 eV
* energy above the lowest of the compared OMol25 structures with the same formula, charge and spin: 0.0 kcal per mole
* lowest unoccupied orbital energy (spin up / spin down): -3.57 / -3.56 eV